[1]
Molecular formula: C5H11O3
Method: DFT, wB97M-V/def2-TZVPD

XYZ file:
```
19
Properties=species:S:1:pos:R:3:mulliken_charge:R:1
O -0.4936 1.3229 -0.5878 -0.674
O 1.5565 2.3833 -0.3795 -0.741
O -1.9013 -0.9284 0.8645 -0.594
C -0.9803 -2.0763 -0.8827 -0.827
C 2.5555 -0.2572 0.3820 -1.315
C -2.3855 -1.5980 -0.2435 -0.212
C 1.1645 0.4144 0.8275 0.028
C 0.6531 1.5512 -0.1417 0.364
H 2.8346 0.0758 -0.5915 0.340
H -3.0013 -2.4696 0.1694 0.198
H 0.4040 -0.4058 0.8662 -0.095
H 2.4529 -1.3023 0.4540 0.335
H 3.2043 -0.0115 1.1420 0.385
H 1.3127 0.6969 1.8959 0.389
H -0.4890 -2.5635 -0.0082 0.265
H -1.7276 0.0061 0.8636 0.352
H -0.2687 -1.1478 -0.9492 0.092
H -2.8959 -0.8335 -0.8109 0.290
H -1.1626 -2.4725 -1.8589 0.419
```

Values from the calculation:
Total charge: -1
E: -422.8332 a.u.
Relative energy (zero: lowest compared OMol25 entry of this formula, charge and spin): 2.1895 eV

---

[2]
Molecular formula: C6H15BNO4S
Method: DFT, wB97M-V/def2-TZVPD

XYZ file:
```
28
Properties=species:S:1:pos:R:3:mulliken_charge:R:1
S -6.3502 -1.4199 1.7203 -0.290
O -2.5609 -0.8683 0.6831 -0.654
O -3.5506 -2.8496 1.6287 -0.571
O 3.4871 1.9107 -1.7640 -0.552
O 0.2944 -0.9593 -1.0013 -0.527
N -4.8308 -0.7073 1.6242 -0.196
C 0.3214 -1.8683 1.2107 -0.793
C 2.4582 -1.2511 -0.0747 -1.211
C 2.5135 2.5779 -1.4956 0.862
C 2.6566 3.9952 -0.9847 -1.124
C 1.1097 2.0581 -1.6433 -1.042
C 0.9436 -1.3245 -0.0473 0.885
B -3.7327 -1.4547 1.3135 0.160
H 2.8012 -0.8397 -1.0217 0.266
H 2.8159 -0.6186 0.7404 0.294
H 2.1934 4.0850 -0.0006 0.311
H 2.1473 4.6877 -1.6573 0.319
H -6.1339 -2.7385 1.4891 0.027
H 2.8795 -2.2484 0.0680 0.395
H 0.6317 -1.2607 2.0641 0.308
H 0.5948 2.0811 -0.6807 0.311
H 0.6818 -2.8886 1.3683 0.348
H -2.6622 -0.8751 -0.2691 0.249
H -3.3174 -3.3613 0.8497 0.239
H 0.5517 2.6926 -2.3355 0.410
H 1.1145 1.0356 -2.0079 0.202
H 3.7095 4.2590 -0.9183 0.310
H -0.7671 -1.8490 1.1419 0.063
```

Values from the calculation:
Total charge: -1
E: -1016.4873 a.u.

---

[3]
Molecular formula: C35H100N14O11
Method: DFT, wB97M-V/def2-TZVPD

XYZ file:
```
160
Properties=species:S:1:pos:R:3:mulliken_charge:R:1
O 0.8781 -3.5302 0.9750 -0.437
O 2.2812 -6.8286 1.2283 -0.786
O -0.8776 -0.5023 1.3204 -0.530
O -3.9833 0.6803 -2.8634 -0.310
O -1.5627 4.5688 2.5212 -0.020
O 0.0055 2.1399 -4.7835 -0.189
O -3.8123 -3.4375 0.3703 -0.589
O -4.8325 -3.1634 5.0567 -0.412
O 4.2640 -2.6913 1.4596 0.116
O 7.6960 -0.9057 -1.3561 -0.135
O -6.0020 2.8749 0.8500 -0.435
N -6.9329 3.8657 3.3703 -0.735
N -1.8036 -3.3889 -0.7250 -0.039
N -0.4476 -2.8594 2.6833 0.135
N -2.1915 -3.9870 5.0413 -0.734
N 5.0301 -0.7543 -3.8966 -0.782
N 6.4496 -4.5729 1.4634 -0.705
N -5.1062 3.0449 -4.1602 -0.792
N 2.6920 -5.1722 -0.2649 -0.101
N 0.2353 -5.0450 2.5852 -0.126
N -3.6255 -4.5310 -1.6306 -0.472
N 3.6822 -7.2688 -0.5160 -0.425
N 2.9641 3.8543 -6.0747 -0.631
N 0.7297 7.0484 1.1476 -0.669
N 1.7276 -0.9400 0.0006 -0.525
C 8.9126 -0.2659 -1.7054 -0.934
C -1.5576 3.7260 3.6274 -0.828
C 2.2871 1.2664 0.7411 -1.358
C 8.0285 -2.7294 1.7756 -1.364
C -3.7482 -5.9052 5.1291 -1.588
C -3.9787 2.3356 -6.2266 -1.439
C 0.5102 1.4953 -3.6271 -0.191
C -3.1427 -3.7175 -0.6134 0.687
C 3.7264 -2.2074 2.6548 -0.393
C 5.9908 -0.2139 -2.9065 0.778
C -3.2496 -4.7222 4.2981 0.805
C -5.3947 1.8239 0.1312 -0.482
C -4.3181 -3.7609 3.8910 -0.058
C 6.9702 -1.2977 -2.4892 -1.057
C -5.1945 5.5108 3.3552 -1.308
C 1.7804 3.7446 -5.2203 0.746
C -0.1631 0.5010 0.6244 -0.400
C -4.4701 1.8821 -4.8569 0.469
C -2.3047 -0.4916 1.2381 0.449
C 2.8917 -6.4270 0.2390 0.699
C -0.3300 5.2749 2.3593 -0.879
C -6.0229 4.6082 2.4561 0.198
C 1.2826 0.1448 0.8853 1.590
C 5.2152 0.3390 -1.7288 -1.405
C -3.4885 -0.5723 -2.4844 -0.957
C 0.9652 2.5581 -5.6925 -0.930
C 0.2546 -3.8096 1.9976 0.255
C 0.9917 5.0506 -5.2021 -1.464
C -0.8214 5.6379 -0.0686 -1.463
C -5.1729 3.6625 1.6477 -0.066
C -3.3850 1.2361 -3.9999 -0.413
C -5.9437 -2.3293 4.7867 -0.761
C 5.6113 -2.2849 1.2384 -0.477
C -0.5221 6.3062 1.2640 0.824
C 6.5996 -3.1962 1.9755 0.562
H 0.6458 7.9209 0.6489 0.235
H -3.8940 -3.0119 3.2029 -0.407
H 1.9991 2.1591 1.2990 0.358
H -1.5498 -4.6541 5.4676 0.196
H -2.8871 0.4803 -4.6190 0.463
H 2.6383 -1.2454 0.3362 -0.176
H -4.5393 -4.9197 -1.4934 0.241
H 0.0431 5.0944 -0.4538 0.354
H -6.6797 5.1718 1.7942 0.367
H -0.4036 1.5378 0.8954 0.076
H -3.4964 1.5167 -6.7636 0.375
H -2.6586 -3.6163 5.8701 0.285
H 2.0848 3.5864 -4.1817 0.123
H 2.6624 4.1391 -6.9980 0.237
H -1.5637 4.8372 -0.0140 0.221
H -6.8826 -2.8851 4.9229 0.263
H -4.3399 3.7009 -3.9814 0.302
H 5.4513 -4.6951 1.2769 0.187
H 4.2588 -2.5512 3.5574 0.300
H -5.2544 1.1257 -4.9819 0.303
H -3.8690 -5.6732 6.1934 0.328
H -1.3006 -3.4831 -1.5832 0.195
H 9.5030 -0.2395 -0.7900 0.254
H 2.3730 1.7215 -0.2535 0.126
H 5.5063 -1.1053 -4.7227 0.267
H -5.1001 1.0427 0.8407 0.208
H 3.2810 -4.7735 -0.9730 0.246
H -1.3442 6.9809 1.5249 0.195
H 0.4276 2.8745 -6.5944 0.376
H 4.4547 1.0740 -2.0053 0.412
H 1.1393 -1.7694 0.0658 0.275
H -4.4538 4.2715 1.0606 0.189
H -0.8640 2.8803 3.5359 0.271
H 0.4654 5.2613 -6.1378 0.325
H -4.4441 3.0711 2.2349 0.034
H 1.3891 -0.1377 1.9476 -0.066
H 3.7598 -8.2440 -0.3047 0.223
H 6.3557 -2.1776 -2.2794 0.357
H -7.7229 3.4973 2.8500 0.313
H 0.4616 4.5507 2.1353 0.249
H -0.3551 1.0671 -3.1305 -0.418
H 6.3693 -3.1895 3.0432 0.335
H 1.6217 5.8719 -4.8621 0.393
H -2.5990 -1.2852 1.9312 -0.220
H 8.7364 0.7322 -2.1180 0.298
H -0.3149 -5.3303 3.3667 0.135
H -2.4538 -0.5435 -2.1229 0.326
H -0.1048 5.7266 3.3378 0.405
H 8.7383 -3.2198 2.4379 0.382
H 0.8921 -5.7236 2.1968 0.153
H -4.5652 4.9978 4.0801 0.219
H -2.8201 -5.1378 3.3794 0.227
H -0.3534 0.4186 -0.4575 -0.050
H -5.9861 -1.5676 5.5718 0.285
H 1.0310 2.1495 -2.9285 0.277
H -5.8868 6.1780 3.8716 0.393
H 5.8658 0.8465 -1.0183 0.412
H 3.7073 4.4461 -5.7425 0.265
H -1.1124 6.3814 -0.8119 0.373
H -3.1910 -4.6557 -2.5220 0.139
H 5.8167 -2.3609 0.1647 -0.288
H 4.1401 -6.9905 -1.3618 0.143
H -0.5417 -1.9474 2.2298 0.036
H 0.1698 5.0355 -4.4703 0.307
H -3.1411 -6.8101 5.0875 0.397
H 3.6328 -1.1206 2.7708 0.301
H -2.7761 0.4423 1.5512 -0.058
H -6.1603 1.4471 -0.5449 0.331
H 8.3585 -2.8039 0.7369 0.191
H -4.5537 2.1364 -0.4980 0.210
H -5.1453 -4.1479 3.2834 0.493
H 2.0525 -4.5285 0.2165 0.044
H -6.4559 3.0396 3.7227 0.250
H 9.4998 -0.8441 -2.4300 0.379
H -2.6775 2.0296 -3.7231 -0.054
H -5.2902 2.6873 -3.2179 0.308
H -3.5207 -1.2697 -3.3302 0.483
H -2.7089 -0.8322 0.2800 -0.144
H 1.6247 1.7473 -6.0227 0.338
H 4.6504 -0.4712 -1.2561 0.216
H 6.8401 -4.6067 0.5214 0.310
H 8.0766 -1.6563 1.9960 0.347
H -1.3743 4.2297 4.5851 0.318
H -5.9180 -1.8394 3.8120 0.292
H -3.2931 3.1753 -6.1137 0.254
H -4.5609 6.2217 2.8079 0.332
H -4.7770 -6.1907 4.8710 0.377
H 2.7538 -2.6915 2.7721 -0.152
H -4.1337 -0.9602 -1.6988 0.305
H 5.7158 -1.2080 1.4469 0.415
H 1.2421 7.2047 2.0019 0.190
H -4.8636 2.6054 -6.7999 0.379
H -2.5684 3.3179 3.6922 0.236
H 1.2180 0.7376 -3.9782 0.400
H 3.3246 1.0174 0.9696 0.252
H -1.0481 -3.1052 3.4573 0.146
H 6.4862 0.6277 -3.4156 0.244
H -1.3831 -2.9843 0.0941 -0.167
H 4.5058 0.0515 -4.2192 0.196
H 7.6438 -1.5331 -3.3194 0.522
```

Values from the calculation:
E: -2987.7184 a.u.
Relative energy (zero: lowest compared OMol25 entry of this formula, charge and spin): 0.0009 eV
Structure (SMILES): COC[C@H](C)N.COC[C@H](C)N.COC[C@H](C)N.COC[C@H](C)N.COC[C@H](C)N.COC[C@H](C)N.COC[C@H](C)N.COC[C@H](C)N.NC(N)=O.NC(N)=O.NC(N)=O

---

> Which of these has the lowest E?

C35H100N14O11